# 1
{
  "formula": "C3H9N",
  "method": "ωB97M-V/def2-TZVPD",
  "symbols": ["C", "C", "H", "H", "H", "H", "C", "N", "H", "H", "H", "H", "H"],
  "coordinates": [[0.15, 2.90, -6.09], [1.27, 2.53, -5.47], [0.11, 3.94, -6.39], [-0.60, 2.17, -6.29], [2.25, 2.99, -5.31], [1.23, 1.53, -5.02], [-1.10, -2.82, 5.49], [-0.11, -1.91, 4.86], [-1.76, -3.33, 4.80], [-1.70, -2.17, 6.17], [-0.61, -3.62, 6.05], [0.53, -2.54, 4.40], [-0.62, -1.33, 4.21]],
  "charge": 0,
  "relative_energy_kj_mol": 163.41,
  "lumo_ev": 1.241,
  "homo_lumo_gap_ev": 10.672
}

# 2
{
  "formula": "C33H93FN15O8P5",
  "method": "ωB97M-V/def2-TZVPD",
  "symbols": ["C", "N", "C", "P", "O", "N", "C", "C", "N", "C", "C", "H", "H", "H", "H", "H", "H", "H", "H", "H", "H", "H", "H", "H", "H", "H", "H", "H", "H", "C", "N", "C", "P", "O", "N", "C", "C", "N", "C", "C", "H", "H", "H", "H", "H", "H", "H", "H", "H", "H", "H", "H", "H", "H", "H", "H", "H", "H", "C", "N", "C", "P", "O", "N", "C", "C", "N", "C", "C", "H", "H", "H", "H", "H", "H", "H", "H", "H", "H", "H", "H", "H", "H", "H", "H", "H", "H", "C", "N", "C", "P", "O", "N", "C", "C", "N", "C", "C", "H", "H", "H", "H", "H", "H", "H", "H", "H", "H", "H", "H", "H", "H", "H", "H", "H", "H", "C", "N", "C", "P", "O", "N", "C", "C", "N", "C", "C", "H", "H", "H", "H", "H", "H", "H", "H", "H", "H", "H", "H", "H", "H", "H", "H", "H", "H", "O", "C", "O", "C", "C", "F", "O", "H", "H", "H"],
  "coordinates": [[9.62, 4.49, 6.74], [9.37, 5.88, 6.52], [9.66, 6.26, 5.11], [8.10, 6.55, 7.51], [7.79, 5.83, 8.81], [8.49, 8.18, 7.75], [7.56, 9.09, 8.45], [9.90, 8.46, 8.08], [6.78, 6.50, 6.36], [6.69, 7.30, 5.11], [5.81, 5.46, 6.54], [9.24, 3.89, 5.91], [8.98, 4.10, 7.53], [10.67, 4.32, 6.98], [9.34, 7.30, 5.00], [9.15, 5.56, 4.45], [10.74, 6.24, 4.95], [7.19, 8.67, 9.38], [8.08, 10.04, 8.47], [6.67, 9.38, 7.89], [10.54, 8.01, 7.32], [10.06, 9.54, 8.16], [10.12, 7.99, 9.04], [7.34, 6.94, 4.31], [5.65, 7.35, 4.80], [7.02, 8.31, 5.33], [6.18, 4.50, 6.18], [4.95, 5.62, 5.90], [5.47, 5.33, 7.57], [-6.12, -5.92, 0.21], [-5.26, -5.53, -0.91], [-5.49, -4.15, -1.35], [-3.66, -6.06, -0.93], [-2.68, -5.15, -0.28], [-3.57, -7.74, -0.45], [-2.86, -8.08, 0.73], [-4.49, -8.72, -1.01], [-3.35, -6.16, -2.64], [-1.99, -5.85, -3.19], [-4.28, -6.66, -3.65], [-5.50, -6.62, 0.78], [-7.04, -6.36, -0.18], [-6.25, -5.16, 0.98], [-5.28, -4.06, -2.42], [-4.91, -3.39, -0.83], [-6.55, -3.94, -1.19], [-2.72, -9.15, 0.86], [-1.87, -7.61, 0.73], [-3.40, -7.75, 1.62], [-5.29, -8.83, -0.28], [-4.93, -8.35, -1.94], [-3.94, -9.64, -1.14], [-1.14, -6.21, -2.62], [-1.84, -5.71, -4.26], [-1.86, -4.80, -2.92], [-3.91, -7.65, -3.94], [-4.37, -5.98, -4.50], [-5.32, -6.70, -3.30], [-2.13, -3.62, 13.16], [-2.63, -3.85, 11.77], [-4.06, -3.65, 11.63], [-1.47, -4.22, 10.55], [-0.12, -3.83, 10.90], [-1.74, -5.85, 10.24], [-0.92, -6.54, 9.29], [-2.46, -6.77, 11.12], [-2.04, -3.36, 9.13], [-3.20, -3.80, 8.33], [-1.26, -2.25, 8.53], [-1.09, -3.27, 13.11], [-2.17, -4.56, 13.70], [-2.79, -2.91, 13.65], [-4.48, -3.31, 12.59], [-4.48, -4.58, 11.25], [-4.14, -2.87, 10.87], [-1.05, -6.01, 8.34], [0.10, -6.34, 9.60], [-1.13, -7.60, 9.16], [-3.32, -7.15, 10.56], [-1.90, -7.55, 11.62], [-2.81, -6.24, 12.00], [-3.11, -4.76, 7.84], [-4.09, -3.88, 8.96], [-3.38, -3.11, 7.50], [-1.07, -1.36, 9.13], [-1.65, -2.12, 7.52], [-0.27, -2.68, 8.34], [4.78, -1.34, -9.01], [6.02, -0.84, -8.44], [7.04, -0.42, -9.32], [6.42, -1.41, -6.81], [5.30, -1.45, -5.85], [7.05, -3.01, -7.09], [8.03, -3.62, -6.19], [6.34, -3.89, -8.01], [7.72, -0.43, -6.24], [9.14, -0.64, -6.64], [7.47, 0.74, -5.44], [4.11, -1.85, -8.32], [4.95, -2.05, -9.82], [4.18, -0.61, -9.55], [6.86, -0.74, -10.34], [8.02, -0.77, -8.99], [7.29, 0.65, -9.35], [7.55, -3.74, -5.22], [8.22, -4.59, -6.65], [8.99, -3.12, -6.07], [5.30, -3.95, -7.71], [6.41, -3.51, -9.03], [6.77, -4.89, -7.96], [9.53, 0.23, -7.17], [9.71, -0.62, -5.71], [9.36, -1.52, -7.24], [6.93, 1.52, -5.99], [8.42, 1.12, -5.08], [6.79, 0.50, -4.63], [-7.37, 6.80, -7.38], [-8.21, 6.63, -8.55], [-8.89, 7.81, -9.08], [-8.72, 5.09, -9.03], [-9.24, 4.98, -10.41], [-7.35, 4.12, -8.79], [-6.79, 3.51, -7.55], [-6.74, 3.50, -10.03], [-9.80, 4.54, -7.77], [-10.09, 3.20, -7.70], [-10.85, 5.50, -7.44], [-6.50, 6.14, -7.42], [-7.86, 6.61, -6.43], [-6.94, 7.80, -7.31], [-8.26, 8.69, -9.00], [-9.86, 7.98, -8.61], [-9.03, 7.76, -10.16], [-7.56, 3.35, -6.80], [-6.27, 2.56, -7.70], [-6.06, 4.18, -7.10], [-5.66, 3.53, -9.88], [-7.12, 2.50, -10.19], [-6.98, 4.21, -10.83], [-10.52, 2.95, -6.73], [-10.87, 2.90, -8.40], [-9.26, 2.51, -7.85], [-11.53, 5.56, -8.29], [-10.39, 6.45, -7.19], [-11.47, 5.23, -6.57], [-3.01, 3.49, 0.29], [-2.17, 2.66, -0.03], [-1.85, 2.28, -1.30], [-0.99, 1.18, -1.25], [-0.34, 1.21, 0.07], [0.72, 1.98, 0.13], [-1.39, 1.95, 0.80], [-1.54, 0.26, -1.45], [-0.33, 1.29, -2.12], [-0.07, 0.23, 0.44]],
  "charge": 0,
  "relative_energy_kj_mol": 559.11,
  "lumo_ev": 0.456,
  "homo_lumo_gap_ev": 8.528
}

# 3
{
  "formula": "C24H22NO2SY",
  "method": "ωB97M-V/def2-TZVPD",
  "symbols": ["Y", "O", "S", "C", "C", "C", "C", "C", "C", "C", "C", "C", "C", "C", "C", "C", "C", "H", "H", "H", "H", "H", "H", "H", "H", "H", "H", "H", "H", "H", "H", "O", "N", "C", "C", "C", "C", "C", "C", "C", "C", "C", "C", "H", "H", "H", "H", "H", "H", "H", "H"],
  "coordinates": [[0.00, 0.00, 0.00], [0.00, 0.00, 2.24], [-1.39, -0.05, 2.79], [-1.47, -1.08, 4.29], [-0.24, -1.90, 4.56], [0.72, -1.46, 5.48], [1.87, -2.22, 5.73], [2.07, -3.42, 5.05], [1.12, -3.86, 4.12], [-0.02, -3.10, 3.87], [-1.80, 1.56, 3.54], [-0.88, 2.04, 4.63], [-1.39, 2.31, 5.92], [-0.55, 2.78, 6.93], [0.81, 2.99, 6.67], [1.32, 2.74, 5.40], [0.48, 2.28, 4.39], [-2.33, -1.75, 4.16], [-1.72, -0.47, 5.17], [0.59, -0.52, 6.01], [2.61, -1.87, 6.44], [2.96, -4.01, 5.24], [1.29, -4.79, 3.58], [-0.74, -3.46, 3.14], [-2.83, 1.48, 3.91], [-1.81, 2.29, 2.73], [-2.44, 2.16, 6.14], [-0.95, 2.98, 7.92], [1.46, 3.35, 7.46], [2.37, 2.91, 5.20], [0.90, 2.09, 3.40], [2.94, -1.03, 0.22], [2.34, 0.00, 0.00], [-4.43, -3.38, 1.43], [-3.04, -3.36, 1.42], [-2.36, -2.24, 0.94], [-3.07, -1.13, 0.48], [-2.39, 0.00, 0.00], [-3.09, 1.11, -0.47], [-4.49, 1.10, -0.46], [-5.18, -0.02, 0.01], [-4.48, -1.14, 0.48], [-5.15, -2.28, 0.96], [-4.96, -4.26, 1.79], [-2.48, -4.22, 1.78], [-1.27, -2.24, 0.94], [-2.55, 1.97, -0.83], [-5.04, 1.97, -0.83], [-6.27, -0.01, 0.00], [-6.24, -2.31, 0.98], [0.00, 2.05, 0.00]],
  "charge": 2,
  "lumo_ev": [-8.739, -9.705],
  "homo_lumo_gap_ev": [5.326, 4.357]
}

# 4
{
  "formula": "C28H40F4N4O12",
  "method": "ωB97M-V/def2-TZVPD",
  "symbols": ["O", "C", "O", "C", "C", "F", "O", "H", "H", "H", "O", "C", "O", "C", "C", "F", "O", "H", "H", "H", "O", "C", "O", "C", "C", "F", "O", "H", "H", "H", "O", "C", "O", "C", "C", "F", "O", "H", "H", "H", "C", "C", "C", "C", "N", "H", "H", "H", "H", "H", "H", "H", "C", "C", "C", "C", "N", "H", "H", "H", "H", "H", "H", "H", "C", "C", "C", "C", "N", "H", "H", "H", "H", "H", "H", "H", "C", "C", "C", "C", "N", "H", "H", "H", "H", "H", "H", "H"],
  "coordinates": [[4.70, 3.52, 0.64], [5.14, 2.73, -0.12], [5.60, 1.51, 0.25], [6.16, 0.88, -0.91], [5.52, 1.64, -2.04], [4.33, 1.04, -2.37], [5.24, 2.89, -1.47], [7.24, 1.04, -0.87], [5.99, -0.19, -0.98], [6.11, 1.78, -2.94], [4.50, -2.37, -2.93], [3.33, -2.42, -2.76], [2.46, -3.09, -3.55], [1.16, -3.03, -2.94], [1.31, -1.80, -2.06], [0.55, -1.87, -0.94], [2.67, -1.84, -1.72], [0.43, -2.92, -3.74], [0.99, -3.94, -2.35], [0.96, -0.94, -2.64], [-2.71, 4.14, 3.14], [-1.59, 4.49, 3.21], [-1.04, 5.15, 4.25], [0.39, 5.20, 4.06], [0.53, 4.96, 2.57], [1.57, 4.14, 2.30], [-0.66, 4.28, 2.24], [0.76, 6.15, 4.42], [0.85, 4.38, 4.60], [0.65, 5.86, 1.96], [0.63, 0.93, -4.16], [-0.47, 1.31, -3.93], [-0.79, 2.34, -3.13], [-2.22, 2.37, -2.96], [-2.73, 1.44, -4.06], [-3.20, 2.13, -5.13], [-1.59, 0.71, -4.43], [-2.46, 1.95, -1.99], [-2.58, 3.38, -3.09], [-3.50, 0.75, -3.74], [-2.08, -4.18, -1.68], [-2.55, -2.74, -1.85], [-3.39, -2.26, -0.67], [-4.67, -2.99, -0.64], [-5.67, -3.55, -0.61], [-1.67, -4.64, -2.58], [-2.91, -4.81, -1.38], [-1.30, -4.24, -0.91], [-3.12, -2.64, -2.77], [-1.70, -2.06, -1.97], [-3.65, -1.21, -0.82], [-2.89, -2.40, 0.28], [1.35, -4.25, 1.13], [2.82, -4.66, 1.07], [3.41, -5.03, 2.42], [3.38, -3.95, 3.41], [3.32, -3.11, 4.20], [0.74, -5.07, 1.52], [0.99, -4.09, 0.11], [1.17, -3.37, 1.73], [3.43, -3.94, 0.53], [2.87, -5.58, 0.48], [4.45, -5.35, 2.32], [2.87, -5.86, 2.89], [2.28, 0.23, 0.72], [1.77, 1.19, -0.35], [0.46, 1.88, 0.04], [-0.66, 0.96, 0.23], [-1.56, 0.27, 0.41], [3.17, -0.26, 0.31], [1.60, -0.58, 0.95], [2.55, 0.77, 1.62], [1.56, 0.68, -1.29], [2.49, 1.96, -0.60], [0.15, 2.56, -0.76], [0.51, 2.45, 0.97], [-6.67, 1.92, 2.95], [-5.42, 2.48, 2.30], [-4.30, 1.46, 2.14], [-3.93, 0.82, 3.40], [-3.66, 0.34, 4.41], [-7.01, 1.02, 2.42], [-7.51, 2.61, 2.89], [-6.54, 1.62, 3.99], [-5.05, 3.35, 2.86], [-5.67, 2.90, 1.33], [-3.41, 1.96, 1.75], [-4.60, 0.69, 1.42]],
  "charge": 0,
  "relative_energy_kj_mol": 0.00,
  "lumo_ev": 0.190,
  "homo_lumo_gap_ev": 11.224
}

# 5
{
  "formula": "C9H16O3Si",
  "method": "ωB97M-V/def2-TZVPD",
  "symbols": ["C", "C", "C", "C", "C", "C", "C", "C", "C", "O", "O", "O", "Si", "H", "H", "H", "H", "H", "H", "H", "H", "H", "H", "H", "H", "H", "H", "H", "H"],
  "coordinates": [[1.04, 0.92, -0.02], [2.02, 0.24, 0.17], [1.12, -2.96, 1.64], [0.66, -3.36, 2.97], [0.86, -2.32, -1.26], [-1.20, 3.02, 0.57], [0.63, 3.17, -2.04], [-1.68, 1.25, -1.83], [0.06, -1.69, -0.17], [2.27, -3.08, 1.23], [3.22, -0.33, 0.49], [0.13, -2.17, 1.04], [-0.28, 2.07, -0.75], [1.37, -3.23, 3.76], [-0.34, -2.99, 3.27], [0.68, -4.54, 2.83], [1.89, -2.26, -0.87], [0.66, -1.88, -2.17], [0.65, -3.41, -1.15], [-1.45, 2.23, 1.36], [-0.60, 3.84, 1.06], [-2.15, 3.30, 0.15], [0.78, 2.64, -2.89], [-0.02, 4.06, -2.30], [1.66, 3.56, -1.56], [-2.36, 1.97, -2.08], [-1.17, 0.67, -2.75], [-2.16, 0.44, -1.25], [3.08, -1.26, 0.32]],
  "charge": 0,
  "relative_energy_kj_mol": 453.11,
  "lumo_ev": 0.145,
  "homo_lumo_gap_ev": 7.935
}